Entry 1:
Entry from the Open Molecules 2025 dataset: a structure of composition C2H6N2SSi at a distorted geometry (wB97M-V/def2-TZVPD).

Summary:
energy relative to the best compared isomer or geometry (same formula, charge and spin) = 25.1 kcal/mol
E_tot = -876.9917 a.u.

Structure (ORCA input):
```
! RIJCOSX wB97M-V def2-TZVPD def2/J DEFGRID3
* xyz 0 1
C -1.017 -0.169 0.130
C -0.204 1.131 0.104
N -0.409 -1.282 0.151
N 1.150 0.771 0.003
Si 1.315 -0.997 -0.085
S -2.762 -0.094 -0.144
H -0.293 1.883 -0.696
H -0.452 1.526 1.103
H -3.096 -1.369 0.382
H 1.601 1.379 -0.649
H 2.346 -1.388 1.071
H 1.822 -1.391 -1.370
*
```

Atomic partial charges in e from the Mulliken method, atoms 1 to 8: atom 1 (C): 0.431, atom 2 (C): -0.329, atom 3 (N): -0.512, atom 4 (N): -0.361, atom 5 (Si): 0.205, atom 6 (S): -0.281, atom 7 (H): 0.330, atom 8 (H): 0.203


Entry 2:
Entry from the Open Molecules 2025 dataset: an isolated molecule of C2H6N2SSi at a distorted geometry (wB97M-V/def2-TZVPD).

Summary:
energy relative to the best compared isomer or geometry (same formula, charge and spin) = 13.7 kcal/mol
E_tot = -877.0098 a.u.

Structure (ORCA input):
```
! RIJCOSX wB97M-V def2-TZVPD def2/J DEFGRID3
* xyz 0 1
S 0.304 -1.796 2.819
C 0.145 -0.955 1.382
C 1.186 -0.010 0.866
N 0.656 0.615 -0.346
Si -0.922 0.021 -0.773
N -0.988 -0.949 0.598
H 1.388 0.744 1.644
H 1.972 -0.597 0.573
H 1.103 1.479 -0.838
H -1.285 -0.546 -2.041
H -1.832 1.127 -0.897
H -1.679 -1.672 0.590
*
```

Atomic partial charges in e from the Mulliken method, atoms 1 to 8: atom 1 (S): -0.305, atom 2 (C): -0.021, atom 3 (C): -0.191, atom 4 (N): -0.267, atom 5 (Si): 0.073, atom 6 (N): -0.089, atom 7 (H): 0.257, atom 8 (H): 0.247


Entry 3:
Entry from the Open Molecules 2025 dataset: an isolated molecule of C2H6N2Si at a distorted geometry (wB97M-V/def2-TZVPD).

Summary:
energy relative to the best compared isomer or geometry (same formula, charge and spin) = 25.5 kcal/mol
E_tot = -478.6147 a.u.

Structure (ORCA input):
```
! RIJCOSX wB97M-V def2-TZVPD def2/J DEFGRID3
* xyz 0 3
C 1.874 0.002 -0.287
C 1.527 -0.135 1.000
N -1.093 1.315 -0.277
N -1.355 -1.434 0.021
Si -0.044 0.014 0.054
H 2.745 0.153 -0.990
H 2.193 -0.318 1.820
H -2.045 1.410 -0.450
H -0.553 2.197 -0.046
H -2.135 -1.010 -0.311
H -1.115 -2.194 -0.534
*
```

Atomic partial charges in e from the Mulliken method, atoms 1 to 8: atom 1 (C): -0.515, atom 2 (C): -0.619, atom 3 (N): -0.434, atom 4 (N): -0.613, atom 5 (Si): 0.468, atom 6 (H): 0.368, atom 7 (H): 0.439, atom 8 (H): 0.210


Entry 4:
Entry from the Open Molecules 2025 dataset: a structure of composition C2H6N3 at a distorted geometry (wB97M-V/def2-TZVPD).

Summary:
energy relative to the best compared isomer or geometry (same formula, charge and spin) = 47.2 kcal/mol
E_tot = -243.7596 a.u.

Structure (ORCA input):
```
! RIJCOSX wB97M-V def2-TZVPD def2/J DEFGRID3
* xyz 1 1
C 0.594 -0.005 0.002
C -1.246 -0.413 0.273
N 0.581 1.259 -0.060
N 1.488 -0.924 -0.116
N -1.937 0.510 -0.095
H -1.141 -1.425 0.727
H 1.326 1.793 -0.397
H 1.371 -2.005 -0.085
H 2.400 -0.810 -0.451
H -2.981 0.482 0.145
H -0.455 1.538 0.058
*
```

Atomic partial charges in e from the Mulliken method, atoms 1 to 8: atom 1 (C): 0.400, atom 2 (C): 0.057, atom 3 (N): -0.239, atom 4 (N): -0.366, atom 5 (N): -0.487, atom 6 (H): 0.312, atom 7 (H): 0.228, atom 8 (H): 0.264


Entry 5:
Entry from the Open Molecules 2025 dataset: a cluster of 2 separate species, C2H6N3 in total at a distorted geometry (wB97M-V/def2-TZVPD).

Summary:
energy relative to the best compared isomer or geometry (same formula, charge and spin) = 62.6 kcal/mol
E_tot = -243.5961 a.u.

Structure (ORCA input):
```
! RIJCOSX wB97M-V def2-TZVPD def2/J DEFGRID3
* xyz 1 3
C -0.653 0.402 -2.350
C 0.664 -0.678 2.386
N -0.572 1.157 -1.271
N 0.476 -0.414 1.108
N -0.396 1.811 -0.389
H 0.050 -0.589 -2.115
H -0.549 0.804 -3.435
H -1.654 -0.087 -2.336
H -0.181 -1.159 2.961
H 1.289 0.119 3.039
H 1.526 -1.364 2.401
*
```

Atomic partial charges in e from the Mulliken method, atoms 1 to 8: atom 1 (C): -0.525, atom 2 (C): -0.552, atom 3 (N): 0.608, atom 4 (N): -0.269, atom 5 (N): -0.122, atom 6 (H): 0.352, atom 7 (H): 0.344, atom 8 (H): 0.329


Entry 6:
Entry from the Open Molecules 2025 dataset: the ion C2H6N3O with charge +1 at a distorted geometry (wB97M-V/def2-TZVPD).

Summary:
energy relative to the best compared isomer or geometry (same formula, charge and spin) = 183.6 kcal/mol
E_tot = -318.8097 a.u.

Structure (ORCA input):
```
! RIJCOSX wB97M-V def2-TZVPD def2/J DEFGRID3
* xyz 1 1
C 0.995 0.233 -2.199
C 0.010 1.395 -0.288
N 0.409 0.938 -1.484
N 0.687 -0.746 0.807
N -0.662 -1.395 1.372
O 0.690 0.470 0.952
H 1.456 -0.010 -3.120
H 0.431 2.396 0.110
H -1.085 1.414 -0.360
H -0.993 -1.501 2.353
H -0.450 -2.344 0.952
H -1.488 -0.850 0.906
*
```

Atomic partial charges in e from the Mulliken method, atoms 1 to 8: atom 1 (C): -0.008, atom 2 (C): -0.280, atom 3 (N): 0.055, atom 4 (N): -0.213, atom 5 (N): -0.413, atom 6 (O): -0.139, atom 7 (H): 0.372, atom 8 (H): 0.251